The following is a DFT calculation (ωB97M-V/def2-TZVPD) of a cluster of 2 separate species, C4H10NO in total at a distorted geometry.

Structure (ORCA input):
```
! wB97M-V def2-TZVPD RIJCOSX def2/J DEFGRID3
* xyz 1 1
C 1.03962 -0.54854 -0.19797
C -0.34302 0.05406 -0.02635
C -0.55476 1.35395 -0.78472
C -1.48800 -0.79307 0.51597
N 0.76415 0.15599 1.00990
O 1.95721 -0.00835 -0.90405
H 1.34140 -2.50042 0.02136
H -1.11013 1.08082 -1.64436
H 0.45503 1.67975 -1.20847
H -1.09727 2.12024 -0.19154
H -1.85841 -0.37034 1.48977
H -1.12228 -1.81184 0.70680
H -2.29367 -0.81154 -0.27267
H 0.76979 -0.17796 1.97937
H 1.31686 1.04024 1.14151
H 2.22347 -0.46299 -1.63456
*
```

F_max   5.64 eV Å⁻¹
Energy above the lowest of the compared OMol25 structures with the same formula, charge and spin   503.9 kJ/mol
Orbital gap (alpha / beta)   0.3492 / 0.3492 Eh
DFT total energy   -287.9712 a.u.